No. 1
Molecular formula: C20H20N2O4
Method: DFT, ωB97M-V/def2-TZVPD

Largest force on an atom = 1.054 eV/Å
E_HOMO = -8.308 eV
ΔE to the lowest compared entry with this formula, charge and spin = 32.9 kcal/mol
SMILES string = O=C(c1ccco1)N(Cc1cc2ccccc2[nH]c1=O)C[C@H]1CCCO1
Orbital gap = 8.51 eV

The geometry in ORCA input format:
```
! wB97M-V def2-TZVPD RIJCOSX def2/J DEFGRID3
* xyz 0 1
O 1.053 -1.959 -2.162
C 0.635 -1.559 -1.091
N 1.215 -0.547 -0.404
C 0.678 -0.035 0.842
C -0.781 0.312 0.735
C -1.315 0.934 -0.339
C -2.716 1.186 -0.447
C -3.300 1.798 -1.561
C -4.661 1.992 -1.619
C -5.472 1.576 -0.565
C -4.923 0.970 0.543
C -3.544 0.770 0.614
N -2.966 0.172 1.699
C -1.625 -0.097 1.857
O -1.225 -0.643 2.870
H -3.564 -0.129 2.461
H -5.549 0.646 1.362
H -6.539 1.729 -0.618
H -5.105 2.463 -2.483
H -2.665 2.112 -2.376
H -0.684 1.224 -1.168
H 0.798 -0.758 1.656
H 1.265 0.847 1.110
C 2.418 0.053 -0.935
H 2.582 -0.406 -1.912
H 2.271 1.132 -1.053
C 3.643 -0.190 -0.034
C 4.968 0.095 -0.761
H 5.731 -0.612 -0.435
C 5.320 1.503 -0.286
H 4.794 2.250 -0.881
C 4.772 1.475 1.138
H 5.497 1.010 1.821
O 3.596 0.689 1.086
H 4.502 2.459 1.527
H 6.387 1.711 -0.317
H 4.866 0.023 -1.841
H 3.599 -1.225 0.329
C -0.572 -2.162 -0.449
C -0.712 -2.932 0.671
C -2.079 -3.293 0.729
C -2.662 -2.723 -0.359
O -1.757 -2.047 -1.084
H -3.673 -2.719 -0.716
H -2.551 -3.891 1.481
H 0.053 -3.205 1.368
*
```

List of Löwdin charges in e, atom by atom: O 0.085; C -0.379; N -0.036; C -0.078; C -0.107; C 0.052; C -0.150; C -0.025; C -0.089; C -0.081; C -0.020; C -0.188; N 0.182; C -0.429; O 0.062; H 0.167; H 0.111; H 0.104; H 0.101; H 0.115; H 0.137; H 0.130; H 0.135; C -0.083; H 0.125; H 0.144; C -0.296; C -0.123; H 0.117; C -0.154; H 0.113; C -0.195; H 0.122; O -0.121; H 0.122; H 0.111; H 0.115; H 0.157; C -0.204; C -0.010; C -0.047; C -0.108; O 0.066; H 0.124; H 0.105; H 0.123

***

No. 2
Molecular formula: C26H34Cl6N3NiO4
Method: DFT, ωB97M-V/def2-TZVPD

Largest force on an atom = 3.257 eV/Å
E_HOMO (alpha / beta) = -3.392 / -4.176 eV
<S²> = 2.037
Orbital gap (alpha / beta) = 5.61 / 6.38 eV

The geometry in ORCA input format:
```
! wB97M-V def2-TZVPD RIJCOSX def2/J DEFGRID3
* xyz -1 3
O -0.478 -2.207 -2.441
C 0.060 -2.837 -1.538
C -0.613 -3.554 -0.436
C -1.555 -2.919 0.389
H -1.603 -1.836 0.311
C -2.412 -3.681 1.197
H -3.150 -3.169 1.815
C -2.311 -5.085 1.219
H -3.019 -5.686 1.797
C -1.230 -5.686 0.542
H -1.070 -6.756 0.673
C -0.371 -4.913 -0.251
H 0.504 -5.343 -0.764
H 1.171 -2.865 -1.433
C 3.142 -1.258 0.021
C 2.332 -1.238 1.262
H 3.675 -2.235 -0.199
H 3.867 -0.444 0.016
H 2.447 -0.968 -0.774
C 1.976 -2.246 2.088
C 2.995 -2.752 3.050
H 1.019 -2.746 1.952
H 2.581 -3.360 3.848
H 3.557 -1.925 3.516
H 3.689 -3.366 2.461
Ni 1.266 0.110 1.700
Cl 2.491 1.326 3.067
C 2.083 4.033 1.045
O 2.575 4.092 -0.067
N 1.224 4.957 1.567
C 0.852 6.062 0.710
C 1.107 5.152 3.002
H 2.280 3.195 1.756
H 0.465 5.668 -0.236
H 1.724 6.693 0.485
H 0.090 6.656 1.223
H 1.068 4.176 3.502
H 0.201 5.733 3.213
H 1.972 5.707 3.405
H -4.521 -2.038 -2.539
H -4.545 0.831 -2.492
C -3.686 -1.847 -1.852
C -3.724 0.621 -1.784
N -3.016 -0.594 -2.142
H -2.956 -2.655 -1.930
C -2.046 -0.521 -3.099
O -1.335 0.472 -3.263
H -3.024 1.461 -1.771
H -1.946 -1.448 -3.706
H -4.074 -1.800 -0.831
H -4.162 0.488 -0.792
H 3.856 2.393 -4.113
H 1.789 1.652 -5.443
C 3.693 1.530 -3.460
C 1.710 0.799 -4.755
N 2.299 1.142 -3.477
H 3.969 1.777 -2.434
C 1.617 1.098 -2.311
O 2.174 1.294 -1.219
H 0.657 0.533 -4.613
H 0.545 0.861 -2.425
H 4.318 0.711 -3.831
H 2.257 -0.041 -5.206
Cl -0.305 2.088 0.140
C -1.253 1.383 1.391
C -0.654 0.387 2.143
C -1.339 -0.259 3.154
Cl -0.542 -1.490 4.067
C -2.690 0.073 3.411
Cl -3.623 -0.911 4.449
C -3.280 1.134 2.681
Cl -4.891 1.583 3.003
C -2.571 1.796 1.654
Cl -3.304 3.014 0.700
*
```

List of Löwdin charges in e, atom by atom: O 0.032; C -0.152; C -0.207; C -0.036; H 0.117; C -0.062; H 0.103; C -0.073; H 0.102; C -0.081; H 0.097; C -0.043; H 0.120; H 0.129; C -0.121; C -0.364; H 0.090; H 0.068; H 0.034; C -0.251; C -0.106; H 0.065; H 0.058; H 0.079; H 0.072; Ni 0.176; Cl 0.021; C -0.410; O -0.007; N -0.210; C -0.073; C -0.066; H 0.008; H 0.086; H 0.086; H 0.076; H 0.076; H 0.078; H 0.085; H 0.087; H 0.093; C -0.065; C -0.065; N -0.183; H 0.072; C -0.341; O -0.022; H 0.063; H 0.132; H 0.086; H 0.073; H 0.085; H 0.083; C -0.049; C -0.058; N -0.190; H 0.088; C -0.312; O -0.087; H 0.070; H 0.099; H 0.084; H 0.083; Cl 0.794; C -0.695; C -0.281; C -0.715; Cl 0.677; C -0.726; Cl 0.645; C -0.729; Cl 0.654; C -0.715; Cl 0.673

***

No. 3
Molecular formula: C19H44OSi
Method: DFT, ωB97M-V/def2-TZVPD

Largest force on an atom = 1.790 eV/Å
E_HOMO = -9.591 eV
SMILES string = C[Si](C)(C)[C@H]1CCCO1.CCCCCC.CCCCCC
Orbital gap = 10.42 eV

The geometry in ORCA input format:
```
! wB97M-V def2-TZVPD RIJCOSX def2/J DEFGRID3
* xyz 0 1
C -3.249 -1.070 1.726
Si -2.346 0.055 0.494
C -2.827 1.857 0.855
C -2.950 -0.351 -1.269
C -0.450 -0.038 0.565
C 0.328 0.592 1.742
C 1.772 0.439 1.119
C 1.585 -0.975 0.459
O 0.191 -1.302 0.456
H -4.201 -0.571 1.974
H -2.729 -1.241 2.672
H -3.542 -2.004 1.230
H -3.904 1.927 1.039
H -2.617 2.440 -0.056
H -2.226 2.263 1.674
H -2.332 0.106 -2.051
H -3.075 -1.425 -1.448
H -3.949 0.104 -1.367
H -0.088 0.555 -0.311
H 0.113 1.614 2.052
H 0.357 -0.163 2.541
H 1.812 1.285 0.419
H 2.605 0.547 1.817
H 2.237 -1.674 0.990
H 1.861 -0.971 -0.606
C 3.443 -0.823 4.475
C 3.509 0.675 4.748
C 4.839 1.305 4.334
C 6.066 0.775 5.077
C 6.010 0.915 6.599
C 5.935 2.363 7.070
H 4.195 -1.373 5.042
H 2.464 -1.215 4.760
H 3.592 -1.033 3.413
H 3.310 0.864 5.806
H 2.705 1.167 4.193
H 4.772 2.389 4.467
H 4.989 1.144 3.261
H 6.951 1.301 4.705
H 6.219 -0.279 4.826
H 6.910 0.457 7.020
H 5.164 0.352 7.002
H 6.796 2.933 6.715
H 5.927 2.409 8.160
H 5.028 2.856 6.715
C -5.027 -0.349 -4.399
C -4.025 -1.424 -4.805
C -2.743 -0.857 -5.412
C -2.934 -0.070 -6.711
C -3.607 -0.845 -7.843
C -2.807 -2.059 -8.304
H -5.364 0.235 -5.256
H -5.908 -0.805 -3.944
H -4.588 0.333 -3.668
H -4.499 -2.124 -5.500
H -3.759 -2.007 -3.919
H -2.041 -1.679 -5.583
H -2.263 -0.202 -4.678
H -1.954 0.277 -7.052
H -3.517 0.833 -6.508
H -3.737 -0.169 -8.693
H -4.611 -1.158 -7.546
H -1.814 -1.762 -8.648
H -3.314 -2.558 -9.131
H -2.688 -2.790 -7.503
*
```

List of Löwdin charges in e, atom by atom: C -0.173; Si 0.596; C -0.176; C -0.180; C -0.411; C -0.157; C -0.149; C -0.184; O -0.151; H 0.026; H 0.027; H 0.026; H 0.030; H 0.033; H 0.020; H 0.027; H 0.031; H 0.028; H 0.118; H 0.104; H 0.116; H 0.103; H 0.078; H 0.111; H 0.118; C -0.109; C -0.271; C -0.229; C -0.229; C -0.272; C -0.113; H 0.067; H 0.072; H 0.063; H 0.100; H 0.093; H 0.102; H 0.106; H 0.109; H 0.101; H 0.104; H 0.098; H 0.075; H 0.069; H 0.065; C -0.110; C -0.268; C -0.227; C -0.229; C -0.272; C -0.113; H 0.066; H 0.072; H 0.055; H 0.099; H 0.094; H 0.102; H 0.100; H 0.109; H 0.100; H 0.104; H 0.098; H 0.074; H 0.068; H 0.065